H3NOSSi in the gas phase. Source: the Open Molecules 2025 dataset; level of theory: the ωB97M-V functional and the def2-TZVPD basis.

Geometry as ORCA input:
```
! RIJCOSX wB97M-V def2-TZVPD def2/J DEFGRID3
* xyz 0 3
S 1.78461 -2.14446 -1.93873
Si 0.13355 -0.01479 -0.19093
O 1.90900 -2.98153 -0.76665
N 1.08489 -0.81458 -1.66194
H -0.32641 -1.20749 0.72761
H 1.09831 1.05576 0.21946
H -1.26120 0.64665 -0.65161
*
```

Total energy = -819.30982 hartree
Gap between HOMO and LUMO (spin up / spin down) = 7.917 / 7.320 eV
Energy above the lowest of the compared OMol25 structures with the same formula, charge and spin = 0.348 eV
HOMO energy (spin up / spin down) = -7.304 / -10.691 eV
LUMO energy (spin up / spin down) = 0.61 / -3.37 eV